A 2-piece molecular cluster, C8H9N2O2 overall at a distorted geometry, computed with ωB97M-V/def2-TZVPD.

```
21
Properties=species:S:1:pos:R:3:forces:R:3
C 2.96526 -0.44655 0.01194 -1.6 0.8 0.6
C 2.23700 -0.74597 1.18260 1.4 1.1 -2.9
C 2.60300 0.57930 -0.83608 1.5 0.9 -1.1
C 1.08502 -0.12539 1.42316 -3.1 0.6 -0.2
C 1.45439 1.26906 -0.62424 -1.7 -1.1 1.7
C 0.58468 0.78903 0.39057 2.8 -1.0 1.7
C -2.14172 -0.29168 -1.44078 0.4 -0.5 -0.9
C -2.45397 -1.14162 -0.48269 -0.2 -1.3 -1.4
N -1.72105 1.57273 0.76153 1.4 -0.5 -1.0
N -0.70308 1.15864 0.37819 -3.9 2.3 1.9
O -2.87201 1.78936 0.76503 1.6 -0.1 0.3
O -2.56448 -0.86150 0.84372 -0.8 -1.0 0.2
H 3.76944 -1.02944 -0.23753 2.1 -1.3 -0.4
H 2.55230 -1.52841 1.75573 0.9 -1.7 1.7
H 3.20765 0.96421 -1.69931 -0.3 -0.9 1.0
H 0.54903 -0.50375 2.33504 -0.1 1.0 -1.2
H 1.20806 2.12387 -1.17921 -0.6 0.8 -0.9
H -1.74839 0.65369 -1.20121 -0.3 1.0 -0.3
H -2.09610 -0.49693 -2.51657 -0.1 -0.5 0.7
H -2.66452 -2.19892 -0.69792 -0.1 0.5 -0.2
H -3.25052 -1.52973 1.06803 0.7 0.9 0.9
```
Forces are in eV/Å.

## Properties
- E_LUMO (spin up / spin down): -0.2156 / -0.2155 Ha
- Charge: +1
- Orbital gap (spin up / spin down): 7.123 / 7.126 eV
- ΔE to the lowest compared entry with this formula, charge and spin: 648.9 kJ/mol

Here are the Mulliken charges for atoms 1 to 2, given in e:
1. C -0.37
2. C -0.62

C8H9N2O5SV as an isolated structure at a distorted geometry, computed with ωB97M-V/def2-TZVPD.

```
26
Properties=species:S:1:pos:R:3:forces:R:3
O 0.14322 1.30582 -2.58974 0.9 -1.4 2.1
C 0.34258 0.68619 -1.64396 -0.4 1.2 -2.6
V 0.95289 -0.30390 0.21621 -0.9 -2.9 -1.9
C 0.06748 0.73781 1.47693 -2.8 2.5 4.2
O -0.45647 1.23842 2.37506 1.2 -1.0 -2.1
C -0.75032 -1.60366 -0.06320 2.7 -0.6 1.6
O -0.74871 -2.79527 0.29287 -1.2 2.4 -1.2
C 2.21472 0.96382 -0.33741 6.7 4.0 -1.8
O 3.09135 1.60312 -0.76765 -3.3 -1.9 1.5
C -1.70874 -0.84948 -0.92788 -2.2 2.4 -1.1
O -1.64925 0.41306 -1.11893 -0.9 -5.1 1.3
H -2.45980 -1.48390 -1.42705 -0.2 0.5 -0.2
C 1.71624 0.16110 5.23782 0.0 -0.4 0.6
N 2.37905 -0.72324 4.28790 1.1 0.7 -1.0
C 1.71080 -1.34346 3.30613 -0.2 -0.8 -0.1
S 2.40463 -1.31002 1.70838 0.6 -0.3 0.5
N 0.60243 -2.03437 3.57892 0.9 -0.4 0.1
C 0.26865 -2.52978 4.91799 -0.7 -0.1 0.1
H 0.66996 -0.15528 5.25737 0.2 0.6 0.4
H 1.83163 1.21460 4.93777 -0.2 -0.4 0.0
H 2.20998 0.00191 6.20243 -0.5 0.2 0.0
H 3.32435 -0.38874 4.01283 -1.1 -0.4 0.0
H 0.21656 -2.63096 2.85111 0.2 0.6 -0.3
H -0.58232 -1.95203 5.26014 -0.1 -0.1 0.5
H -0.02769 -3.58015 4.85654 0.0 0.2 -0.2
H 1.08499 -2.49851 5.63191 0.2 0.4 -0.2
```
Forces are in eV/Å.

## Properties
- 2S+1: 4
- E_LUMO (spin up / spin down): -0.1801 / -0.2037 Ha
- Charge: +1
- Orbital gap (spin up / spin down): 6.846 / 6.417 eV
- ΔE to the lowest compared entry with this formula, charge and spin: 49.0 kJ/mol

Here are the Mulliken charges for atoms 1 to 2, given in e:
1. O -0.21
2. C 0.32

An isolated ion of composition C8H9N2S and charge +1 at a distorted geometry, computed with ωB97M-V/def2-TZVPD.

```
20
Properties=species:S:1:pos:R:3:forces:R:3
C -2.94467 -0.12662 -0.25208 -2.4 -1.0 0.4
C -2.66582 1.19055 -0.37869 3.0 2.3 -1.8
C -2.07878 -1.05445 0.27576 2.4 0.3 0.7
C -1.28208 1.53122 -0.08742 -2.4 1.3 0.0
C -0.67562 -0.71631 0.55906 -1.8 -0.6 -0.7
C -0.45488 0.61757 0.42114 1.5 -0.9 0.3
C 1.58996 -1.84267 0.48718 -0.9 -1.3 -0.8
C 3.07635 1.32755 -0.54125 -2.4 2.0 0.5
N 2.54076 -0.98530 0.56799 -0.4 0.0 -0.4
N 0.24980 -1.79272 0.69768 -0.8 2.2 0.8
S 2.44705 0.56918 1.02308 -0.8 0.2 -1.2
H -3.97886 -0.40768 -0.51086 0.7 -0.3 0.2
H -3.24252 1.96599 -0.99829 0.5 -1.4 1.6
H -2.41735 -2.04291 0.53568 0.0 -0.4 -0.4
H -1.03863 2.57023 -0.13968 0.4 0.5 -0.2
H 1.78508 -2.80269 -0.01874 0.8 0.2 0.9
H 3.14586 2.43812 -0.30461 0.3 -1.4 -0.2
H 2.24436 1.26588 -1.31333 1.2 -0.3 0.9
H 4.00792 0.90677 -0.84413 0.5 -0.4 -0.1
H -0.30792 -2.61172 0.82153 0.6 -1.1 -0.3
```
Forces are in eV/Å.

## Properties
- E_LUMO (spin up / spin down): -0.1876 / -0.2443 Ha
- Charge: +1
- Orbital gap (spin up / spin down): 7.586 / 6.089 eV
- ΔE to the lowest compared entry with this formula, charge and spin: 556.7 kJ/mol

Here are the Mulliken charges for atoms 1 to 2, given in e:
1. C -0.38
2. C -0.48

An isolated ion of composition C8H9N2S and charge +1 at a distorted geometry, computed with ωB97M-V/def2-TZVPD.

```
20
Properties=species:S:1:pos:R:3:forces:R:3
C 2.41761 1.24725 -0.02968 0.1 0.2 0.0
C -1.94368 1.00764 0.03365 0.1 0.0 0.0
C 3.72326 0.89085 -0.02905 -0.8 0.7 0.0
C 2.26176 -1.06662 0.02349 1.9 -3.3 0.0
C 1.54650 0.11627 0.00050 -4.3 3.5 -0.1
C -2.04186 -0.35020 0.00630 0.0 -0.1 0.0
C 0.11983 0.20259 0.00675 4.3 -0.2 0.0
C -3.21486 -1.24841 -0.01141 -0.1 0.0 0.0
N -0.61187 1.32489 0.03256 -0.9 1.6 0.0
N -0.75069 -0.82216 -0.00995 -0.9 -1.2 0.0
S 3.93930 -0.81300 0.01059 0.8 -1.4 0.0
H 2.08887 2.26962 -0.05530 0.0 0.2 0.0
H -2.70995 1.75409 0.05313 -0.2 0.1 0.0
H 4.57945 1.53502 -0.04985 0.2 0.2 0.0
H 1.88056 -2.06829 0.05311 -0.1 -0.2 0.0
H -3.26410 -1.79485 -0.95275 0.0 0.0 -0.1
H -3.15459 -1.97570 0.79683 0.0 0.0 0.1
H -4.12747 -0.67210 0.10207 -0.1 0.0 0.0
H -0.23857 2.26191 0.05262 -0.1 -0.2 0.0
H -0.49952 -1.79879 -0.03362 0.0 0.1 0.0
```
Forces are in eV/Å.

## Properties
- 2S+1: 3
- E_LUMO (spin up / spin down): -0.0945 / -0.2537 Ha
- Charge: +1
- Orbital gap (spin up / spin down): 6.626 / 5.950 eV
- ΔE to the lowest compared entry with this formula, charge and spin: 0.0 kJ/mol

Here are the Mulliken charges for atoms 1 to 2, given in e:
1. C -0.93
2. C -0.58

A 2-piece molecular cluster, C8H9N3O3 overall at a distorted geometry, computed with ωB97M-V/def2-TZVPD.

```
23
Properties=species:S:1:pos:R:3:forces:R:3
O 1.10326 0.46018 1.84821 0.2 0.5 0.5
N 0.53325 1.53727 1.60875 1.3 -2.0 1.9
O 0.42542 2.45795 2.58418 0.0 1.1 0.7
N -0.00143 1.91495 0.61148 -2.0 2.8 -1.2
C 0.03609 1.19721 -0.52184 1.4 -2.4 -3.5
C -1.16135 1.06056 -1.28130 2.5 0.5 1.2
C -1.18262 0.43284 -2.48719 1.6 -1.5 -0.7
C 0.04194 -0.12971 -2.99991 -0.4 1.6 2.0
C 1.24024 -0.07277 -2.23541 -2.8 -0.3 0.1
C 1.25489 0.59228 -1.02428 -2.3 0.3 -0.2
H 0.61508 2.03766 3.42404 0.2 -0.7 0.3
H -2.03204 1.53916 -0.95187 -1.1 0.4 0.8
H -2.20206 0.24549 -2.81407 0.5 0.1 -1.1
H 0.20733 -0.40828 -3.99216 -0.6 -1.1 -1.4
H 1.97522 -0.82461 -2.43785 1.0 0.4 -0.6
H 2.20718 0.60310 -0.57800 0.7 0.3 1.3
C -0.16975 -2.36755 0.94378 1.9 2.0 -2.2
N -1.00605 -1.70761 1.90336 0.3 -0.4 -0.1
C -0.95655 -0.93349 2.81626 -0.5 -1.7 -2.1
O -1.19419 -0.21261 3.68024 0.1 1.7 2.0
H -0.56690 -2.16758 -0.14413 0.4 -0.7 2.1
H 0.88169 -1.81277 0.89462 -2.0 -1.4 0.3
H -0.04863 -3.44168 1.15308 -0.2 0.5 -0.1
```
Forces are in eV/Å.

## Properties
- E_LUMO: 0.0019 Ha
- Structure (SMILES): [O-]/[N+](O)=N\c1ccccc1.CN=C=O
- Charge: 0
- Orbital gap: 8.863 eV
- ΔE to the lowest compared entry with this formula, charge and spin: 240.4 kJ/mol

Here are the Mulliken charges for atoms 1 to 2, given in e:
1. O -0.67
2. N 1.10

One molecule with the formula C8H9N3OS at a distorted geometry, computed with ωB97M-V/def2-TZVPD.

```
22
Properties=species:S:1:pos:R:3:forces:R:3
C 2.07862 1.22965 -1.01288 -0.3 -0.7 0.4
S 1.85946 -0.35589 -0.15175 -1.9 0.0 -0.1
N 2.29229 -0.05884 1.28870 -0.1 0.4 -1.0
O 2.49537 -1.41686 -0.90845 -0.4 0.1 -0.1
C -0.35407 -0.61457 -0.36681 3.5 0.6 0.5
C -0.82326 -1.34024 -1.42210 -0.2 -0.2 -0.2
C -2.20107 -1.47028 -1.55791 0.1 -0.1 -0.1
C -3.03920 -0.89103 -0.61630 -0.1 0.0 -0.1
C -2.53142 -0.18089 0.45276 0.3 0.1 0.0
C -1.14590 -0.01225 0.59119 -0.5 -0.3 -0.5
N -0.67156 0.69682 1.64824 -0.1 -0.4 0.3
C 0.32880 1.23061 2.07022 -1.0 0.6 0.5
N 0.93610 2.05723 2.70794 0.6 0.8 0.3
H 1.72098 1.10149 -2.02764 -0.1 -0.1 -0.1
H 1.50637 1.98066 -0.48424 -0.1 0.1 0.1
H 3.13504 1.47094 -1.00296 0.2 -0.1 0.1
H 2.56693 -0.85690 1.83314 -0.1 -0.6 0.0
H -0.13924 -1.79363 -2.12233 0.1 -0.1 -0.1
H -2.61262 -2.01916 -2.39042 0.0 -0.1 -0.1
H -4.10948 -1.00011 -0.71693 -0.1 0.0 0.0
H -3.18067 0.26664 1.18980 0.0 0.0 0.1
H 1.88851 1.97663 2.99873 0.3 -0.2 0.0
```
Forces are in eV/Å.

## Properties
- E_LUMO: 0.0191 Ha
- Structure (SMILES): C[S@](=N)(=O)c1ccccc1N=C=N
- Charge: 0
- Orbital gap: 9.028 eV
- ΔE to the lowest compared entry with this formula, charge and spin: 345.6 kJ/mol

Here are the Mulliken charges for atoms 1 to 2, given in e:
1. C -0.86
2. S 0.86